The following is a DFT calculation (ωB97M-V/def2-TZVPD) of a structure of composition C22H60BN13O13Si2.

Molecular weight, g mol⁻¹: 781.78
LUMO energy, eV: 0.177

Geometry (Å):
C 0.5815 0.7020 0.5224
C -0.2321 -0.1063 0.1724
Si -1.3108 -1.4135 -0.5220
C -2.0588 -2.3877 0.8977
N -1.0051 -2.7611 1.8657
O -2.4327 -0.7863 -1.5689
Si -3.1612 0.7130 -1.5132
C -4.5054 0.6540 -2.7932
C -3.8452 1.1310 0.1808
C -5.3624 0.9117 0.3420
C -5.7838 1.0341 1.8029
O -5.4760 2.3349 2.2871
C -4.6124 2.3776 3.4107
C -1.9923 2.0829 -2.0593
O -1.3899 1.7627 -3.3258
C -0.1091 1.1854 -3.1052
C 1.0569 2.1285 -3.3372
O 1.5022 2.6604 -2.0970
C 2.7553 3.2892 -2.1915
C 3.4522 3.3537 -0.8261
O 3.0432 2.2933 0.0078
C 3.9151 2.0378 1.1010
C 4.7140 0.7569 0.8970
B -0.1105 -2.6319 -1.6389
O 0.9900 -2.1245 -2.3087
O -0.4591 -3.9548 -1.7790
C -0.2567 -4.5827 -3.0489
H 1.3694 1.3724 0.8077
H -2.8308 -1.8484 1.4549
H -2.4993 -3.3077 0.4990
H -0.2578 -3.2953 1.4364
H -0.5971 -1.9128 2.2504
H -4.0335 0.5585 -3.7760
H -5.2190 -0.1588 -2.6370
H -5.0406 1.6135 -2.7941
H -3.6327 2.1934 0.3641
H -3.3225 0.5817 0.9759
H -5.9179 1.6597 -0.2405
H -5.6602 -0.0893 -0.0034
H -6.8689 0.8770 1.8907
H -5.3116 0.2556 2.4197
H -5.1776 2.2403 4.3444
H -4.1337 3.3611 3.4173
H -3.8323 1.6111 3.3438
H -2.6036 2.9895 -2.1849
H -1.2281 2.3205 -1.3096
H -0.0072 0.2994 -3.7423
H -0.0412 0.8445 -2.0684
H 1.8718 1.6058 -3.8554
H 0.7229 2.9672 -3.9740
H 2.6321 4.3286 -2.5356
H 3.3724 2.7438 -2.9206
H 3.2211 4.3052 -0.3245
H 4.5370 3.3035 -1.0061
H 4.5765 2.9033 1.2518
H 3.2962 1.9418 2.0009
H 4.1428 0.0965 0.2365
H 5.6907 0.9459 0.4384
H 4.8562 0.2640 1.8634
H 1.8362 -2.5368 -2.0993
H 0.8040 -4.7951 -3.2206
H -0.8289 -5.5145 -3.0409
H -0.6321 -3.9476 -3.8553
C 5.0535 -2.8688 2.3444
O 5.1861 -2.1190 3.2987
N 5.9810 -3.8126 2.0052
N 3.9618 -2.8261 1.5229
H 5.8841 -4.4297 1.2213
H 6.8047 -3.9098 2.5680
H 3.2560 -2.1471 1.7361
H 3.8243 -3.4355 0.7338
C 8.5968 -5.1408 -0.2240
O 7.8325 -5.5800 0.6230
N 9.5520 -5.9166 -0.8137
N 8.5479 -3.8392 -0.6322
H 10.1907 -5.5752 -1.5060
H 9.6078 -6.8748 -0.5243
H 7.8631 -3.2471 -0.1973
H 9.1640 -3.4519 -1.3209
C -2.0851 6.2428 -3.8511
O -2.8184 6.8360 -4.6199
N -1.4214 6.8830 -2.8332
N -1.8600 4.8974 -3.9275
H -0.8153 6.4124 -2.1889
H -1.5629 7.8714 -2.7459
H -2.3292 4.3867 -4.6521
H -1.2618 4.3946 -3.2987
C -1.6185 -0.6823 4.9446
O -1.6914 -0.1937 3.8275
N -1.2222 -1.9732 5.1371
N -1.9391 0.0220 6.0732
H -1.1582 -2.4023 6.0401
H -1.0297 -2.5211 4.3131
H -2.2281 0.9745 5.9543
H -1.8893 -0.3632 6.9967
C -6.7385 5.9650 0.9266
O -7.2303 7.0798 0.9344
N -7.2563 4.9150 1.6294
N -5.6108 5.6635 0.2060
H -6.8391 3.9996 1.6257
H -8.0813 5.0850 2.1716
H -5.1998 6.3989 -0.3374
H -5.1974 4.7498 0.1994
C 2.1119 -5.8881 0.0257
O 2.1873 -4.7693 -0.4645
N 0.9124 -6.4853 0.2882
N 3.2148 -6.6256 0.3463
H 0.8267 -7.3994 0.6891
H 0.0823 -5.9693 0.0644
H 4.1159 -6.2286 0.1574
H 3.1668 -7.5397 0.7539


The following is a DFT calculation (ωB97M-V/def2-TZVPD) of a cluster of 2 separate species, C3H4BrNO in total in a non-equilibrium geometry.

<S²>: 2.03
Molecular weight, g mol⁻¹: 149.98
Spin multiplicity: 3
LUMO energy (spin up / spin down), eV: 0.392 / -1.129
Relative energy (zero: lowest compared OMol25 entry of this formula, charge and spin), kcal per mole: 9.3

Geometry (Å):
C -0.8319 0.6224 0.9390
C -1.1926 -0.3006 0.0485
C -0.8936 -1.6137 0.0135
N 1.7807 0.4623 -1.1010
O -0.6800 -2.7478 0.1727
Br 2.7414 1.1883 0.2367
H -1.1060 1.6259 0.7972
H -0.5170 0.2829 1.9612
H -1.6182 -0.0774 -1.0218
H 2.3172 0.5579 -2.0461


The following is a DFT calculation (ωB97M-V/def2-TZVPD) of a cluster of 7 separate species, C18H46IN2O6 in total in a non-equilibrium geometry.

Molecular weight, g mol⁻¹: 513.48
LUMO energy, eV: 2.620
Charge: -1
Relative energy (zero: lowest compared OMol25 entry of this formula, charge and spin), kcal per mole: 0.0

Geometry (Å):
I -2.7690 0.9040 -0.4200
O -5.9852 0.3532 -2.0516
H -5.1857 0.4475 -1.5337
H -6.6323 0.8897 -1.5937
O -3.3604 1.3412 -4.0264
H -2.6361 1.0350 -4.5722
H -3.0038 1.3514 -3.1381
O -3.6887 4.1967 -1.7533
H -3.5356 3.4011 -1.2435
H -4.0829 4.8082 -1.1312
O -2.9941 -2.6625 0.5945
H -2.1750 -2.9295 1.0116
H -3.0028 -1.7085 0.6714
C -2.8384 -1.2796 3.5068
C -1.5014 -2.0566 3.4981
C -1.8567 -3.5054 3.8100
C -0.6981 -4.4922 3.6962
C -0.0883 -4.3007 2.2024
C 0.3208 -2.8546 1.8088
N -0.8336 -1.9711 2.1483
O -0.3462 -0.6490 1.9866
C 1.6642 -2.5566 2.4956
C 0.4927 -2.8047 0.2503
C -0.7633 -1.3973 4.6875
H -3.3846 -1.5482 4.4110
H -3.4227 -1.5216 2.6190
H -2.7718 -0.1936 3.4416
H -2.0816 -3.6145 4.8710
H -2.6627 -3.8992 3.1909
H -0.9753 -5.5385 3.8249
H 0.0917 -4.3664 4.4367
H -0.8697 -4.4897 1.4663
H 0.7811 -4.9552 2.1407
H 2.4574 -3.2477 2.2107
H 2.0393 -1.5820 2.1834
H 1.4886 -2.5607 3.5714
H -0.4552 -2.6910 -0.2755
H 1.2663 -2.0945 -0.0417
H 0.8946 -3.7816 -0.0187
H 0.0561 -2.0103 5.0628
H -1.3351 -1.1761 5.5888
H -0.3976 -0.4115 4.4001
H -0.9396 -0.4137 1.2696
C 1.9966 0.9453 0.1927
C 2.4547 1.9123 -0.9195
C 3.5817 1.1171 -1.6269
C 3.9107 1.6020 -3.0288
C 2.6445 1.5310 -3.7713
C 1.4999 2.4951 -3.2844
N 1.2929 2.1061 -1.7909
O 0.3429 2.8690 -1.1570
C 1.9562 4.0420 -3.4210
C 0.2849 2.3076 -4.1712
C 3.0773 3.2625 -0.3588
H 1.3401 0.1619 -0.1859
H 2.7305 0.4851 0.8542
H 1.3141 1.5452 0.7947
H 4.4681 1.0025 -1.0029
H 3.2597 0.0764 -1.6640
H 4.1951 2.6524 -2.9672
H 4.7313 1.0017 -3.4218
H 2.3079 0.5332 -4.0528
H 2.9484 1.8561 -4.7663
H 1.2852 4.8061 -3.0285
H 2.1077 4.2568 -4.4789
H 2.9547 4.2742 -3.0507
H -0.4348 3.1245 -4.2247
H -0.3137 1.4652 -3.8247
H 0.6214 1.9967 -5.1603
H 3.6038 3.8601 -1.1029
H 2.2412 3.8099 0.0765
H 3.7014 3.1906 0.5319
H -0.3838 2.2480 -1.2459


The following is a DFT calculation (ωB97M-V/def2-TZVPD) of the molecule C4H8N2O.

Molecular weight, g mol⁻¹: 100.12
Structure (SMILES): C[C@@]1(C(N)=O)CN1
LUMO energy, eV: 0.962
Relative energy (zero: lowest compared OMol25 entry of this formula, charge and spin), kcal per mole: 30.5

Geometry (Å):
C 0.6249 0.6702 1.4806
C 0.1350 0.0291 0.2061
C 1.1621 -0.5455 -0.7020
N 0.2573 -1.4240 0.0237
C -1.2083 0.5511 -0.2774
O -1.9094 1.2584 0.4245
N -1.5630 0.1716 -1.5418
H 1.4044 0.0505 1.9363
H 1.0567 1.6570 1.2804
H -0.2006 0.7902 2.1831
H 1.0260 -0.5446 -1.7807
H 2.2015 -0.4493 -0.3809
H 0.6864 -1.8491 0.8412
H -1.1366 -0.6628 -1.9166
H -2.5365 0.2971 -1.7764


The following is a DFT calculation (ωB97M-V/def2-TZVPD) of a structure of composition C37H43I4N5O6P3S in a non-equilibrium geometry.

Molecular weight, g mol⁻¹: 1286.38
LUMO energy, eV: 1.950
Charge: -1

Geometry (Å):
C 2.2771 -6.3608 0.1678
C 0.9029 -6.8718 -0.1695
O 0.6814 -8.0365 -0.2703
O -0.0720 -5.9778 -0.4087
C -0.1090 -4.8208 0.4545
C 0.3942 -3.5416 -0.2432
C -0.5511 -2.3556 -0.0414
P -0.9893 -1.2683 -1.5254
P -1.4308 0.1786 -3.3465
S -2.3212 1.8800 -2.8422
C -2.8177 -0.9506 -0.9664
I -4.3343 -1.2187 -2.4337
C -3.1885 -0.5390 0.2446
C -2.2627 -0.2047 1.3801
I -5.2072 -0.1823 0.8118
C -1.4832 -2.8361 -2.5132
C -1.0325 -3.0721 -3.8160
C -1.3930 -4.2482 -4.4689
N -2.1724 -5.2012 -3.9609
C -2.6052 -4.9869 -2.7149
C -2.2771 -3.8524 -1.9812
O -0.3816 0.1782 -0.7958
C 0.9151 0.5371 -1.0076
I 1.2745 2.5667 -1.6756
C 1.6308 -0.6338 -1.8110
C 2.6537 -1.1648 -0.7862
C 3.6292 -2.2637 -1.1393
O 4.6039 -2.4274 -0.5068
I 3.2798 -3.6565 -2.7511
P 2.6412 -0.0597 -3.2643
O 4.0210 0.3316 -2.8748
O 0.6409 -1.4846 -2.2350
H 2.9985 -6.9835 -0.3391
H 2.3803 -5.3179 -0.1083
H 2.4185 -6.4191 1.2431
H 0.4706 -5.0230 1.3510
H -1.1486 -4.7233 0.7451
H 0.5905 -3.8160 -1.2740
H 1.3556 -3.3242 0.2137
H -0.1231 -1.7014 0.7148
H -1.4722 -2.7060 0.4070
H -0.1966 0.5362 -3.9243
H -2.0900 -0.4633 -4.4107
H -1.8073 -1.0918 1.8011
H -2.8469 0.2081 2.1959
H -1.5380 0.5537 1.1264
H -0.3954 -2.3558 -4.3076
H -1.0111 -4.4185 -5.4685
H -3.2388 -5.7411 -2.2728
H -2.6917 -3.7646 -0.9864
H 1.3578 0.5798 -0.0170
H 2.1484 -1.4524 0.1307
H 3.2938 -0.3243 -0.5315
H 1.9464 0.9715 -3.9080
H 2.5990 -1.1163 -4.1847
N -1.4542 2.9242 1.6408
C -2.4814 3.5594 2.1965
C -2.3413 4.6671 3.0208
C -1.0638 5.1366 3.2805
C 0.0165 4.4843 2.7083
C -0.2343 3.3872 1.8979
H -3.4631 3.1572 1.9677
H -3.2138 5.1463 3.4427
H -0.9112 5.9992 3.9186
H 1.0308 4.8170 2.8822
H 0.5819 2.8516 1.4236
N -0.4210 2.4939 -6.1987
C -0.6199 2.5669 -7.5110
C -1.0251 3.7199 -8.1679
C -1.2340 4.8632 -7.4145
C -1.0316 4.8036 -6.0456
C -0.6302 3.5986 -5.4846
H -0.4455 1.6495 -8.0642
H -1.1706 3.7187 -9.2399
H -1.5503 5.7852 -7.8868
H -1.1859 5.6711 -5.4187
H -0.4636 3.5134 -4.4165
N -4.4751 3.9822 6.1462
C -5.4074 3.8161 7.0804
C -5.3982 4.4762 8.3005
C -4.3614 5.3563 8.5650
C -3.3822 5.5391 7.6026
C -3.4867 4.8305 6.4142
H -6.1995 3.1173 6.8348
H -6.1845 4.3031 9.0224
H -4.3175 5.8904 9.5057
H -2.5542 6.2152 7.7661
H -2.7427 4.9429 5.6359
N 6.6024 -1.5829 4.5502
C 6.1522 -2.2346 3.4792
C 6.2300 -1.7419 2.1844
C 6.8056 -0.4969 1.9919
C 7.2777 0.1970 3.0948
C 7.1536 -0.3891 4.3454
H 5.7050 -3.2036 3.6740
H 5.8504 -2.3126 1.3503
H 6.8819 -0.0759 0.9973
H 7.7326 1.1727 2.9900
H 7.5132 0.1210 5.2330


The following is a DFT calculation (ωB97M-V/def2-TZVPD) of the molecule C5H7Br in a non-equilibrium geometry.

Molecular weight, g mol⁻¹: 147.02
Structure (SMILES): CC1(C)C=C1Br
LUMO energy, eV: 0.775
Relative energy (zero: lowest compared OMol25 entry of this formula, charge and spin), kcal per mole: 45.7

Geometry (Å):
C -0.9132 0.2411 1.3164
C -1.5410 0.0629 0.1839
C 0.0299 0.0572 0.1049
C 0.7422 -1.2576 -0.1079
C 0.5965 1.2741 -0.5721
Br -3.0794 -0.1429 -0.8607
H -0.9705 0.3527 2.3352
H 1.1942 -1.4903 -1.0471
H 0.0847 -2.2450 0.0509
H 1.5468 -1.5124 0.6217
H 1.5394 1.4511 0.0103
H -0.1033 2.0966 -0.3845
H 0.8736 1.1124 -1.6510


The following is a DFT calculation (ωB97M-V/def2-TZVPD) of a cluster of 12 separate species, C13H48N22O13 in total in a non-equilibrium geometry.

<S²>: 0.76
Molecular weight, g mol⁻¹: 720.67
Spin multiplicity: 2
LUMO energy (spin up / spin down), eV: 1.633 / 0.368
Charge: -1

Geometry (Å):
O -0.5729 1.8205 0.3692
C -0.1860 0.4729 0.0878
C -0.4098 -0.0842 -1.4073
O -1.7214 -0.4787 -1.7282
H -0.3595 -0.2832 0.8535
H 0.8902 0.4181 0.2516
H 0.3651 -0.8445 -1.5050
H 0.0585 0.5534 -2.1571
C 3.1454 1.4770 -4.4796
O 2.4269 1.9130 -5.3924
N 4.2722 1.9963 -4.2346
N 2.8799 0.4386 -3.7010
H 4.4974 2.7776 -4.8338
H 4.6362 1.7108 -3.3368
H 3.6462 0.1346 -3.1175
H 2.1290 -0.1769 -3.9790
C 3.4761 -1.2176 3.1395
O 4.5219 -0.8865 3.6798
N 2.9940 -2.4157 2.8931
N 2.6064 -0.2985 2.7862
H 2.0351 -2.3851 2.5777
H 3.3403 -3.3428 3.0949
H 1.7595 -0.5828 2.3149
H 2.9619 0.6329 2.9482
C 4.2766 1.8137 0.4996
O 3.4189 1.8208 -0.3774
N 5.0064 0.8292 0.8141
N 4.7731 2.8678 1.1209
H 5.0251 -0.1190 0.4668
H 5.8280 1.1152 1.3272
H 5.2675 2.7389 1.9921
H 4.2922 3.7402 0.9542
C -1.2708 -2.0656 -5.3152
O -0.6230 -2.2267 -6.3002
N -1.9431 -3.0233 -4.7051
N -1.4413 -0.9206 -4.8059
H -2.5848 -2.7879 -3.9616
H -2.3240 -3.6218 -5.4240
H -1.3801 -0.6851 -3.8256
H -1.1612 -0.1269 -5.3643
C -3.6941 -3.3059 -0.8972
O -4.4930 -4.1794 -0.7880
N -3.8980 -2.0305 -0.7448
N -2.4895 -3.4907 -1.2674
H -4.8543 -1.7689 -0.5521
H -3.0987 -1.4468 -0.9461
H -2.1435 -4.4390 -1.2365
H -1.8913 -2.7014 -1.4657
C -3.4362 0.2222 2.4549
O -4.0217 1.1285 1.9183
N -2.1908 0.2016 2.8630
N -3.9712 -0.9430 2.5751
H -1.6480 -0.6118 3.1155
H -1.6132 0.6691 2.1791
H -4.9431 -1.0051 2.3074
H -3.8064 -1.4481 3.4340
C 1.1100 3.9263 3.0042
O 0.8339 4.6613 2.0707
N 1.3309 4.2989 4.2039
N 1.0720 2.6356 2.9283
H 1.5523 5.2709 4.3661
H 1.4366 3.5188 4.8367
H 0.8996 2.0761 3.7513
H 0.7564 2.1852 2.0812
C -2.8066 4.2507 3.2330
O -3.5454 5.1531 3.6310
N -2.3658 3.3310 4.0712
N -2.4111 4.1223 1.9377
H -2.7990 3.3177 4.9835
H -1.8147 2.5845 3.6723
H -1.8079 3.3663 1.6466
H -2.4762 4.9365 1.3437
C 2.1335 -3.7091 0.2676
O 2.9226 -4.4673 0.8825
N 2.4039 -2.5350 -0.0967
N 0.9739 -4.0305 -0.2659
H 3.3645 -2.2508 0.0318
H 1.6538 -1.9524 -0.4403
H 0.8338 -5.0048 -0.4924
H 0.4632 -3.2324 -0.6156
C -0.7321 -3.2174 2.6329
O 0.1282 -2.3087 2.5552
N -1.5551 -3.4924 1.7062
N -0.9951 -3.9053 3.6993
H -1.3790 -3.1840 0.7606
H -2.3673 -4.0478 1.9338
H -1.7464 -4.5652 3.8414
H -0.4217 -3.5882 4.4679
C -2.2337 2.1914 -5.1657
O -2.7349 1.5345 -6.0425
N -1.8288 1.8221 -3.9612
N -2.1580 3.4833 -5.2477
H -1.4810 2.5836 -3.3962
H -1.8987 0.8370 -3.7496
H -2.6097 4.0596 -5.9434
H -2.0601 3.7958 -4.2922


The following is a DFT calculation (ωB97M-V/def2-TZVPD) of the ion C4H12N2 with charge -1 in a non-equilibrium geometry.

<S²>: 0.75
Molecular weight, g mol⁻¹: 88.15
Spin multiplicity: 2
LUMO energy (spin up / spin down), eV: 3.973 / 3.813
Charge: -1
Relative energy (zero: lowest compared OMol25 entry of this formula, charge and spin), kcal per mole: 23.1

Geometry (Å):
C 2.5647 0.1456 -0.2027
N 1.1600 0.0371 0.2041
C 0.2088 0.3033 -0.8805
C -1.1170 -0.4516 -0.6397
C -1.9798 0.1084 0.4953
N -1.4391 -0.2791 1.7937
H 2.7905 0.8653 -1.0045
H 3.0715 -0.7983 -0.5235
H 3.2416 0.4026 0.6240
H 1.1889 -0.9833 0.2968
H -0.1166 1.3310 -1.0199
H 0.6356 -0.0155 -1.8359
H -1.6940 -0.1673 -1.5264
H -1.0099 -1.5377 -0.6139
H -2.2487 1.1534 0.2854
H -2.9151 -0.4339 0.2619
H -1.8867 0.3546 2.4570
H -0.4547 -0.0344 1.8286